C30H90N6O12 | the ωB97M-V functional and the def2-TZVPD basis

Values from the calculation:
SMILES: COC[C@H](C)N.COC[C@H](C)N.COC[C@H](C)N.COC[C@H](C)N.COC[C@H](C)N.COC[C@H](C)N.CO.CO.CO.CO.CO.CO
Kohn-Sham gap, eV: 9.15
ΔE to the lowest compared entry with this formula, charge and spin, kcal/mol: 89.4

Last column: Mulliken charge in e.
Geometry (Å):
C -0.732 0.695 -7.343  -1.636
C -1.485 -0.388 -6.625  1.958
C -2.902 0.168 -6.477  -0.966
O -2.962 1.468 -5.978  -0.523
C -3.125 1.472 -4.564  -0.381
N -1.507 -1.694 -7.330  -0.663
H 0.309 0.749 -7.140  0.398
H -0.988 1.648 -6.920  0.396
H -0.854 0.743 -8.413  0.399
H -0.957 -0.549 -5.657  -0.940
H -3.459 -0.469 -5.815  0.385
H -3.333 0.030 -7.452  0.475
H -2.107 1.249 -4.126  0.153
H -3.892 0.753 -4.358  0.366
H -3.323 2.457 -4.209  0.093
H -1.726 -1.564 -8.322  0.252
H -2.263 -2.250 -6.909  0.260
C 4.746 0.954 3.042  -1.553
C 4.283 -0.077 2.086  2.098
C 4.548 0.352 0.614  -0.867
O 3.530 1.281 0.261  0.382
C 3.363 1.584 -1.078  -0.538
N 5.068 -1.227 2.352  -0.687
H 4.415 0.647 4.082  0.269
H 4.187 1.854 2.874  -0.104
H 5.876 1.002 3.023  0.527
H 3.157 -0.093 2.271  -0.754
H 4.611 -0.536 -0.063  -0.010
H 5.606 0.797 0.619  0.412
H 4.261 1.705 -1.769  0.300
H 2.956 2.606 -1.135  0.198
H 2.684 0.777 -1.467  -0.091
H 5.263 -1.500 3.319  0.276
H 4.850 -2.131 1.982  0.183
C -4.023 2.909 0.268  -0.890
C -3.001 3.777 -0.506  0.704
C -1.667 3.181 -0.856  0.067
O -0.994 2.799 0.328  -0.011
C 0.076 3.638 0.718  -0.870
N -3.662 4.224 -1.815  -0.621
H -3.715 2.489 1.173  -0.331
H -4.361 2.071 -0.322  0.238
H -4.873 3.505 0.566  0.483
H -2.803 4.642 0.176  0.128
H -1.080 3.920 -1.493  0.362
H -1.832 2.350 -1.536  -0.454
H 0.779 3.839 -0.078  0.381
H 0.703 3.139 1.502  0.037
H -0.209 4.515 1.218  0.385
H -2.986 4.701 -2.398  0.242
H -4.307 4.975 -1.613  0.250
C -3.145 3.361 5.506  -1.484
C -3.432 1.933 5.222  0.306
C -3.207 1.493 3.845  0.134
O -3.395 0.079 3.780  -0.453
C -2.691 -0.627 2.772  -0.122
N -2.684 1.141 6.097  -0.666
H -3.585 3.612 6.479  0.332
H -3.536 4.102 4.831  0.410
H -2.059 3.522 5.638  0.323
H -4.533 1.722 5.305  0.232
H -2.189 1.764 3.537  0.120
H -3.938 2.022 3.178  0.013
H -2.593 -0.022 1.824  -0.007
H -3.326 -1.511 2.492  0.312
H -1.744 -0.946 3.105  0.029
H -2.735 0.182 5.906  0.346
H -1.772 1.430 6.247  0.146
C 1.236 1.219 5.382  -0.975
C 1.429 0.105 6.415  0.418
C 1.588 -1.255 5.704  -0.528
O 0.282 -1.630 5.281  -0.296
C 0.316 -2.892 4.592  -0.664
N 2.641 0.212 7.239  -0.666
H 2.113 1.170 4.724  0.193
H 1.176 2.195 5.857  0.475
H 0.358 0.995 4.852  -0.026
H 0.522 0.110 7.059  0.243
H 1.956 -1.898 6.497  0.410
H 2.271 -0.975 4.854  0.091
H 1.064 -3.472 5.138  0.449
H 0.579 -2.722 3.536  0.103
H -0.642 -3.328 4.655  0.245
H 2.755 1.254 7.408  0.252
H 2.562 -0.300 8.110  0.257
C -1.283 -2.335 -3.334  -0.755
C -1.296 -1.784 -1.867  0.200
C 0.077 -1.617 -1.242  0.051
O -0.132 -1.337 0.128  0.213
C 0.985 -0.786 0.805  -0.397
N -2.030 -0.498 -1.696  0.223
H -0.704 -1.595 -3.934  -0.279
H -2.334 -2.430 -3.703  0.306
H -0.848 -3.286 -3.426  0.280
H -1.922 -2.414 -1.229  0.384
H 0.762 -0.827 -1.553  0.155
H 0.760 -2.504 -1.391  -0.383
H 0.826 -1.011 1.897  -0.437
H 1.025 0.294 0.559  0.347
H 1.872 -1.303 0.505  0.449
H -2.062 -0.388 -0.691  -0.066
H -1.493 0.314 -1.998  -0.217
C -0.059 -5.141 -0.191  -0.608
O 0.301 -4.141 0.677  -0.526
H 0.802 -5.817 -0.133  0.325
H -1.018 -5.713 0.150  0.208
H -0.174 -4.835 -1.245  0.154
H -0.042 -3.230 0.566  0.317
C 4.596 4.282 2.359  -0.638
O 3.610 4.133 1.356  -0.560
H 5.162 5.211 2.182  0.295
H 4.170 4.472 3.399  0.231
H 5.259 3.465 2.365  0.288
H 3.522 3.206 1.153  0.354
C 3.557 -3.861 -0.738  -0.363
O 3.107 -4.171 0.586  -0.585
H 4.171 -2.975 -0.657  0.062
H 4.248 -4.682 -0.987  0.437
H 2.802 -3.751 -1.498  0.069
H 2.161 -3.945 0.631  0.409
C 0.575 -4.001 -5.765  -0.594
O 0.988 -2.705 -6.169  -0.580
H 1.310 -4.329 -5.035  0.278
H -0.515 -4.195 -5.391  0.194
H 0.693 -4.760 -6.540  0.369
H 0.296 -2.293 -6.735  0.310
C -5.859 -0.637 -1.508  -0.562
O -4.803 -1.431 -1.972  -0.495
H -6.732 -1.166 -1.763  0.313
H -5.702 -0.548 -0.426  0.164
H -5.871 0.421 -1.872  0.228
H -4.013 -0.917 -2.011  0.256
C 3.594 -1.135 -3.973  -0.703
O 2.276 -1.526 -3.608  -0.149
H 3.726 -0.144 -4.423  0.280
H 4.288 -1.312 -3.131  0.180
H 3.818 -1.731 -4.873  0.326
H 1.771 -1.820 -4.383  0.119